1.
Entry from OMol25: 10 unconnected molecules or ions with the total composition C15H37IN11O18S (wB97M-V/def2-TZVPD).

The total energy comes out at -88303.4399 eV. For the gap between HOMO and LUMO, the calculation gives 7.1 eV. The total charge is +1.

Last column: Löwdin charge in e.
Atoms and positions in Å:
S: 1.5498 -1.6288 1.5005  0.956
C: 0.9610 -0.2170 1.4504  -0.712
N: 0.2151 0.7843 1.5144  0.096
N: -0.2715 1.3085 0.2604  -0.073
C: -1.2937 2.3671 0.5757  -0.095
C: -2.3693 1.7809 1.4498  -0.157
C: -3.0419 0.5431 0.8325  -0.240
C: -2.0655 -0.4193 0.1287  -0.706
I: -3.1259 -1.5037 -1.3954  0.953
C: -0.9471 0.2871 -0.6104  -0.218
H: 0.4760 1.7545 -0.2784  0.202
H: -1.6933 2.7389 -0.3609  0.143
H: -0.8081 3.1858 1.0973  0.142
H: -3.1339 2.5360 1.6032  0.133
H: -1.9781 1.5429 2.4339  0.116
H: -3.7711 0.8765 0.1011  0.084
H: -3.5603 -0.0102 1.6051  0.111
H: -1.6828 -1.1658 0.8145  0.070
H: -1.3990 0.8475 -1.4252  0.113
H: -0.2336 -0.3854 -1.0752  0.120
C: 4.7388 -0.7679 -0.1600  0.023
N: 5.0949 0.5779 -0.6653  -0.431
O: 6.2551 0.8441 -0.8659  0.091
O: 4.1654 1.3485 -0.8280  0.041
H: 5.6371 -1.3641 -0.0466  0.106
H: 4.2492 -0.6159 0.7972  0.062
H: 4.0620 -1.2082 -0.8820  0.050
C: 3.0610 1.4772 3.8624  0.038
N: 3.5535 1.1872 5.2374  -0.454
O: 3.0447 1.7887 6.1544  0.087
O: 4.4293 0.3551 5.3282  0.070
H: 2.2813 2.2272 3.9258  0.093
H: 3.9045 1.8352 3.2780  0.102
H: 2.6804 0.5420 3.4643  0.054
C: 6.8344 3.9252 -0.4096  0.048
N: 6.4870 4.7824 0.7575  -0.452
O: 5.6067 4.3882 1.5006  0.040
O: 7.1000 5.8148 0.8925  0.080
H: 6.2030 3.0538 -0.3854  0.042
H: 6.6638 4.5114 -1.3075  0.106
H: 7.8822 3.6563 -0.3193  0.107
C: 3.7917 -3.5606 -4.2972  0.059
N: 3.6025 -2.6212 -3.1605  -0.431
O: 2.7238 -2.8571 -2.3468  0.032
O: 4.3397 -1.6624 -3.1020  0.068
H: 3.0672 -4.3597 -4.2088  0.097
H: 3.6463 -2.9891 -5.2091  0.108
H: 4.8064 -3.9436 -4.2386  0.098
C: -7.2615 -1.9310 0.0495  0.051
N: -7.2493 -0.8555 1.0777  -0.434
O: -8.2169 -0.7382 1.7924  0.081
O: -6.2564 -0.1531 1.1313  0.036
H: -8.1998 -2.4670 0.1208  0.101
H: -7.1538 -1.4528 -0.9193  0.101
H: -6.4173 -2.5820 0.2555  0.092
C: 4.7754 -5.4655 -0.4739  0.055
N: 5.4281 -6.0885 -1.6579  -0.438
O: 6.5547 -6.5045 -1.5299  0.084
O: 4.7811 -6.1347 -2.6847  0.055
H: 5.4725 -5.4972 0.3548  0.098
H: 4.5220 -4.4442 -0.7435  0.079
H: 3.8788 -6.0395 -0.2613  0.105
C: 8.6760 -7.3874 -4.3486  0.048
N: 8.9677 -5.9782 -4.7299  -0.455
O: 10.1059 -5.6886 -5.0167  0.080
O: 8.0280 -5.2069 -4.7225  0.039
H: 9.5947 -7.9590 -4.3965  0.095
H: 8.2725 -7.3658 -3.3407  0.079
H: 7.9389 -7.7649 -5.0502  0.102
C: -9.1497 2.3688 2.2929  0.052
N: -9.9906 2.7021 1.1115  -0.445
O: -9.7497 3.7351 0.5157  0.044
O: -10.8582 1.9142 0.8142  0.078
H: -8.4260 3.1636 2.4284  0.095
H: -9.8079 2.2846 3.1521  0.107
H: -8.6657 1.4181 2.0844  0.059
C: -11.6315 6.4567 0.9374  0.044
N: -11.6143 7.5376 1.9609  -0.458
O: -12.6061 7.6951 2.6381  0.070
O: -10.5939 8.1878 2.0485  0.058
H: -12.5953 5.9636 0.9740  0.096
H: -11.4625 6.9203 -0.0291  0.103
H: -10.8286 5.7685 1.1771  0.070

---

2.
Entry from OMol25: CH5ClOSi in the gas phase (wB97M-V/def2-TZVPD).

The energy above the lowest of the compared OMol25 structures with the same formula, charge and spin is 0.000 eV. The total energy comes out at -23568.0502 eV. For the gap between HOMO and LUMO, the calculation gives 11.0 eV. As for the SMILES: C[Si@@H](O)Cl.

Last column: natural (NBO) charge in e.
Atoms and positions in Å:
C: 0.3976 1.0229 -0.6808  -1.134
Si: 0.0877 -0.6057 0.2136  1.695
O: -0.5316 -0.2759 1.6675  -1.098
Cl: -1.6213 -1.6316 -1.1327  -0.535
H: -0.5420 1.5407 -0.8587  0.264
H: 1.0412 1.6829 -0.1087  0.248
H: 0.8629 0.8438 -1.6444  0.253
H: 1.1305 -1.6213 0.2711  -0.212
H: -0.8250 -0.9558 2.2731  0.518

---

3.
Entry from OMol25: a molecular structure, C28H40F30Mg2N5O24S10 (wB97M-V/def2-TZVPD).

The total energy comes out at -287027.6853 eV. For the gap between HOMO and LUMO, the calculation gives 2.3 eV. The total charge is -1.

Last column: Löwdin charge in e.
Atoms and positions in Å:
Mg: -3.3427 -3.2029 1.8666  1.476
Mg: 2.4349 -3.6884 -0.1661  1.476
C: 4.0131 1.5343 5.1730  -0.106
C: 5.1762 0.8849 5.8995  -0.206
C: 5.2368 -0.7053 5.5430  -0.040
N: 6.4572 -1.3714 6.3456  -0.246
C: 7.7694 -0.9265 5.5996  -0.042
C: 9.0243 -1.7396 6.2112  -0.155
C: 8.8317 -3.2208 6.0317  -0.188
C: 7.4745 -3.5992 6.6467  -0.176
C: 6.2619 -2.8908 6.0888  -0.100
C: 6.4725 -1.0480 7.8316  0.023
H: 3.8484 1.1032 4.1855  0.079
H: 4.1545 2.6046 5.0223  0.085
H: 3.0316 1.3931 5.6256  0.084
H: 5.0586 1.0715 6.9670  0.101
H: 6.0494 1.3870 5.4831  0.097
H: 5.3769 -0.9413 4.4881  0.128
H: 4.3505 -1.1327 6.0118  0.128
H: 7.5717 -1.2493 4.5775  0.123
H: 7.8674 0.1588 5.5770  0.119
H: 9.9177 -1.5172 5.6277  0.117
H: 9.2540 -1.3918 7.2184  0.111
H: 8.8079 -3.4172 4.9598  0.119
H: 9.7501 -3.7132 6.3514  0.124
H: 7.2133 -4.6437 6.4762  0.125
H: 7.5811 -3.4902 7.7260  0.107
H: 6.2134 -3.0295 5.0088  0.135
H: 5.3161 -3.2159 6.5221  0.142
H: 7.1771 -1.6760 8.3769  0.090
H: 5.4395 -1.1435 8.1662  0.116
H: 6.8327 -0.0269 7.9573  0.105
C: -4.9564 6.3900 -0.0751  -0.090
C: -5.8300 5.7731 -1.2033  -0.199
C: -5.3686 4.2835 -1.5152  -0.068
N: -6.3678 3.3796 -2.3241  -0.222
C: -5.5748 2.0896 -2.6971  -0.098
C: -6.2822 1.2473 -3.7606  -0.145
C: -6.7276 1.9829 -5.0575  -0.180
C: -7.4229 3.2906 -4.7075  -0.173
C: -6.7675 4.1773 -3.6106  -0.079
C: -7.6217 2.8907 -1.5180  0.049
H: -5.3008 7.3500 0.3094  0.075
H: -3.9580 6.6643 -0.4158  0.079
H: -4.9262 5.6450 0.7200  0.078
H: -5.8543 6.3713 -2.1141  0.101
H: -6.7983 5.8065 -0.7040  0.098
H: -5.2643 3.6496 -0.6347  0.132
H: -4.5217 4.1927 -2.1954  0.124
H: -4.5827 2.3417 -3.0715  0.131
H: -5.2660 1.5739 -1.7879  0.141
H: -5.5374 0.6030 -4.2277  0.122
H: -7.1162 0.6739 -3.3559  0.117
H: -5.9048 2.1713 -5.7471  0.114
H: -7.3962 1.3426 -5.6329  0.116
H: -7.6206 3.9409 -5.5596  0.117
H: -8.4195 2.9940 -4.3804  0.105
H: -5.8582 4.6182 -4.0192  0.134
H: -7.3920 5.0009 -3.2645  0.122
H: -8.1222 3.7509 -1.0734  0.098
H: -7.3823 2.1626 -0.7430  0.111
H: -8.2827 2.2670 -2.1198  0.092
C: -8.1645 -4.9215 -0.9598  -0.695
F: -7.3309 -5.8453 -0.7367  0.180
F: -8.1275 -4.5487 -2.2388  0.129
F: -9.4136 -5.2643 -0.6103  0.134
S: -7.5195 -3.4063 0.1388  0.546
O: -6.0299 -3.4363 0.3104  -0.421
O: -7.9744 -2.2571 -0.6246  -0.361
O: -8.3160 -3.4479 1.4242  -0.375
C: -4.5374 1.0340 5.5192  -0.666
F: -4.5330 0.1645 6.5280  0.143
F: -5.2275 2.1306 5.7441  0.141
F: -3.2949 1.4911 5.3143  0.105
S: -5.1510 0.2894 3.8596  0.496
O: -6.4516 -0.3706 4.1228  -0.353
O: -5.2181 1.3367 2.8881  -0.313
O: -4.2462 -0.8599 3.5838  -0.414
C: -0.3885 0.9776 1.0249  -0.644
F: -1.2840 2.0022 0.9227  0.112
F: 0.7354 1.5631 0.8389  0.185
F: -0.4488 0.3901 2.2343  0.118
S: -0.7244 -0.4077 -0.3004  0.527
O: -0.9151 0.2790 -1.5451  -0.278
O: 0.4748 -1.2709 -0.2981  -0.393
O: -1.9023 -1.1963 0.2031  -0.395
C: 0.8201 -5.4902 4.7814  -0.670
F: 2.0942 -5.6529 5.0656  0.135
F: 0.3854 -6.5444 4.0504  0.129
F: 0.1952 -5.3603 5.9114  0.172
S: 0.6606 -3.7943 3.8419  0.520
O: 0.8758 -2.8053 4.8753  -0.308
O: 1.7075 -3.7926 2.7928  -0.398
O: -0.7130 -3.6929 3.2998  -0.374
C: -0.7985 -4.9253 -3.1774  -0.610
F: 0.3635 -4.2440 -3.3294  0.115
F: -1.8147 -4.0988 -3.0688  0.170
F: -1.0510 -5.7425 -4.2032  0.141
S: -0.6963 -6.0868 -1.5727  0.720
O: -1.5691 -5.4255 -0.5862  -0.349
O: -1.2162 -7.4004 -1.9773  -0.288
N: 1.0227 -5.8819 -1.1462  -0.351
S: 1.5703 -7.3936 -1.1491  0.547
O: 2.8821 -7.3284 -0.5066  -0.352
O: 0.6993 -8.3740 -0.5680  -0.278
C: 2.0206 -7.8653 -3.0367  -0.597
F: 2.5003 -9.0779 -3.0974  0.165
F: 0.9060 -7.9064 -3.7829  0.129
F: 3.0051 -7.0362 -3.4854  0.120
C: 3.5865 0.3166 -4.5007  -0.718
F: 4.6179 1.0831 -4.7250  0.156
F: 3.1117 0.3953 -3.2866  0.150
F: 2.6368 0.5575 -5.3854  0.164
S: 4.1762 -1.4983 -4.6821  0.690
O: 3.8304 -2.1295 -3.3679  -0.413
O: 3.4235 -2.0694 -5.7590  -0.312
N: 5.9217 -1.2811 -4.8677  -0.292
S: 6.0108 -1.0584 -6.4349  0.580
O: 4.9637 -0.2080 -7.0945  -0.332
O: 7.3536 -0.5274 -6.6125  -0.343
C: 6.0202 -2.7984 -7.2919  -0.670
F: 5.7294 -3.7195 -6.4094  0.134
F: 5.0259 -2.8071 -8.1693  0.128
F: 7.1995 -3.0192 -7.8967  0.125
C: -0.7731 5.4961 -4.4364  -0.669
F: -1.6068 6.5584 -4.3501  0.101
F: -0.8241 4.5993 -3.4866  0.147
F: -0.9816 4.9789 -5.6430  0.129
S: 1.0318 6.0689 -4.3115  0.639
O: 1.4933 5.6899 -2.9979  -0.308
O: 1.6267 5.4514 -5.4617  -0.317
N: 1.0798 7.7505 -4.7368  -0.298
S: 1.1681 8.4854 -3.3155  0.573
O: -0.1073 8.4809 -2.6171  -0.347
O: 2.3963 8.2198 -2.5637  -0.345
C: 1.4340 10.3537 -3.8456  -0.665
F: 0.3238 10.7372 -4.4363  0.123
F: 1.6579 11.1657 -2.7792  0.103
F: 2.4155 10.4401 -4.7234  0.134

---

4.
Entry from OMol25: 2 unconnected molecules or ions with the total composition C5H15N2O (wB97M-V/def2-TZVPD).

The energy above the lowest of the compared OMol25 structures with the same formula, charge and spin is 2.549 eV. The total energy comes out at -10448.0117 eV. For the gap between HOMO and LUMO, the calculation gives 9.5 eV. The total charge is +1.

Last column: natural (NBO) charge in e.
Atoms and positions in Å:
C: -2.8638 -0.3195 0.9131  -0.632
C: -2.4649 1.1932 0.7470  -0.420
C: -1.0306 1.6488 0.5944  -0.447
C: 0.1527 0.6662 0.4119  0.282
C: 1.1476 0.9643 -0.5455  -0.219
N: 2.2169 0.0121 -0.9670  -0.691
N: 0.3457 -0.3230 1.3667  -0.852
H: -1.9181 -0.8480 1.1273  0.190
H: -3.2686 -0.7583 -0.0575  0.224
H: -3.6329 -0.6047 1.7248  0.240
H: -2.9512 1.4957 -0.2238  0.220
H: -3.0231 1.9198 1.5359  0.235
H: -0.6525 2.0834 1.5125  0.228
H: -0.9961 2.3846 -0.1580  0.233
H: 1.0318 1.8826 -1.1337  0.233
H: 2.7790 -0.1303 -0.1217  0.437
H: 1.9508 -0.8852 -1.3214  0.466
H: 2.7969 0.4605 -1.6701  0.445
H: 0.4114 -1.2820 1.1054  0.395
H: -0.1055 -0.2843 2.2785  0.412
H: 2.0251 -3.4645 -1.3007  0.510
H: 1.6171 -3.0043 -2.8612  0.516
O: 2.0439 -2.7134 -1.9949  -1.004

---

5.
Entry from OMol25: 5 unconnected molecules or ions with the total composition C3H16O4S2 (wB97M-V/def2-TZVPD).

The total energy comes out at -33222.3465 eV. Its spin multiplicity is 2. For the gap between HOMO and LUMO (alpha / beta), the calculation gives 9.1 / 5.2 eV. The total charge is +1. As for the expectation value of S²: 0.755.

Last column: Löwdin spin population.
Atoms and positions in Å:
C: 1.1775 -0.4708 -1.5121  0.024
C: 0.3045 -1.3926 -0.7212  0.007
C: 1.2866 0.8861 -0.8355  0.060
S: 0.7955 2.1975 -2.0195  0.530
S: -0.4787 3.4982 -1.1963  0.324
H: 0.8736 -0.3628 -2.5546  0.003
H: 2.2301 -0.9297 -1.5282  0.002
H: -0.7483 -1.0981 -0.5558  0.001
H: 0.3377 -2.3875 -1.1714  0.002
H: 0.7621 -1.4488 0.2971  0.000
H: 2.2733 1.2048 -0.4666  0.012
H: 0.6764 0.9119 0.1081  0.004
H: 0.2783 4.0914 -0.1434  0.031
H: 0.4915 -0.2917 2.3057  0.000
H: -0.3834 0.9357 2.9051  0.000
O: -0.3457 0.1532 2.3621  0.001
H: -2.4891 -0.7021 1.4845  0.000
H: -3.6799 0.1609 1.1867  0.000
O: -3.3976 -0.7897 1.1334  0.000
H: 3.3791 -0.2988 2.3595  0.000
H: 3.1127 -0.2391 0.9378  0.000
O: 2.6373 -0.4381 1.7628  0.000
H: -2.8541 -0.8488 -0.6401  0.000
H: -3.3221 -1.5776 -1.8889  0.000
O: -2.9173 -0.7635 -1.6091  0.000

---

6.
Entry from OMol25: 2 unconnected molecules or ions with the total composition C13H19N7O7 (wB97M-V/def2-TZVPD).

The total energy comes out at -38550.3156 eV. For the gap between HOMO and LUMO, the calculation gives 7.7 eV. As for the SMILES: NC(=O)N/N=C/c1ccc([N+](=O)[O-])o1.CNC(=O)[C@H](CC(N)=O)NC(C)=O.

Last column: natural (NBO) charge in e.
Atoms and positions in Å:
N: 1.9760 -2.2630 6.6351  -0.830
C: 0.8258 -2.9906 6.6484  0.765
O: 0.2921 -3.2186 7.7135  -0.637
N: 0.2061 -3.3844 5.4877  -0.451
N: 0.6116 -2.9791 4.2434  -0.184
C: -0.1234 -3.3187 3.2115  -0.029
C: 0.2561 -2.8980 1.8630  0.288
C: -0.4074 -3.2123 0.7074  -0.271
C: 0.3284 -2.5833 -0.3594  -0.194
C: 1.3869 -1.9267 0.2213  0.302
N: 2.3617 -1.1561 -0.4338  0.489
O: 2.2597 -1.0059 -1.6544  -0.381
O: 3.2650 -0.6691 0.2544  -0.370
O: 1.3517 -2.1153 1.5843  -0.382
H: 2.2074 -1.8451 5.7392  0.400
H: 2.1632 -1.7484 7.4883  0.415
H: -0.6832 -3.8569 5.6291  0.392
H: -1.0221 -3.9131 3.3438  0.190
H: -1.3121 -3.8046 0.6165  0.242
H: 0.0948 -2.6109 -1.4188  0.247
C: -1.7731 4.7584 -4.3157  -0.416
N: -1.3646 3.5955 -3.5284  -0.614
C: -1.9450 3.1945 -2.3913  0.660
O: -2.8989 3.7963 -1.9073  -0.646
C: -1.4347 1.9288 -1.6659  -0.123
C: -0.4939 2.2840 -0.4973  -0.511
C: -0.3115 1.1561 0.5014  0.674
N: 0.7910 1.1379 1.2114  -0.801
O: -1.1413 0.2767 0.6576  -0.662
N: -0.8479 0.8607 -2.5004  -0.606
C: 0.1923 0.9398 -3.3317  0.689
C: 0.4739 -0.2827 -4.1733  -0.698
O: 0.8890 1.9373 -3.4574  -0.666
H: -2.8000 5.0418 -4.0734  0.231
H: -1.7140 4.5268 -5.3795  0.200
H: -1.1155 5.5995 -4.0924  0.197
H: -0.5254 3.1001 -3.8098  0.425
H: -2.3368 1.5093 -1.2160  0.259
H: -0.9071 3.1323 0.0479  0.254
H: 0.4775 2.5804 -0.8912  0.235
H: 0.9184 0.3442 1.8170  0.413
H: 1.5073 1.8229 1.0616  0.404
H: -1.3168 -0.0288 -2.4564  0.406
H: -0.1674 -0.2640 -5.0523  0.232
H: 0.2871 -1.1862 -3.5976  0.211
H: 1.5191 -0.2615 -4.4801  0.251

---

7.
Entry from OMol25: C16H16O5 in the gas phase (wB97M-V/def2-TZVPD).

The energy above the lowest of the compared OMol25 structures with the same formula, charge and spin is 0.000 eV. The total energy comes out at -27090.0869 eV. For the gap between HOMO and LUMO, the calculation gives 8.7 eV. As for the SMILES: Cc1cc(OCC(=O)O)c2c3c(c(=O)oc2c1)CCCC3.

Last column: natural (NBO) charge in e.
Atoms and positions in Å:
C: 1.6248 2.6010 3.6909  -0.632
C: 0.9884 1.9849 2.4849  0.052
C: 1.2686 0.6577 2.1573  -0.335
C: 0.7038 0.0443 1.0545  0.347
O: 0.9916 -1.2405 0.7007  -0.487
C: 1.9657 -1.9535 1.4104  -0.174
C: 2.1989 -3.2737 0.6923  0.774
O: 1.7310 -3.5976 -0.3577  -0.565
O: 3.0289 -4.0453 1.4037  -0.686
C: -0.2035 0.7540 0.2257  -0.138
C: -0.8977 0.2180 -0.9281  0.087
C: -1.6441 1.0604 -1.6897  -0.155
C: -1.8284 2.4581 -1.3367  0.756
O: -2.4795 3.2547 -1.9709  -0.576
O: -1.2367 2.8929 -0.1850  -0.454
C: -0.4378 2.0985 0.5570  0.354
C: 0.1404 2.7028 1.6716  -0.288
C: -2.3592 0.6438 -2.9416  -0.422
C: -1.8432 -0.6860 -3.4695  -0.393
C: -1.8157 -1.6818 -2.3191  -0.392
C: -0.8035 -1.2391 -1.2673  -0.442
H: 2.7053 2.6526 3.5620  0.223
H: 1.2475 3.6057 3.8562  0.221
H: 1.4240 1.9998 4.5761  0.221
H: 1.9457 0.1135 2.7964  0.212
H: 2.9254 -1.4176 1.4427  0.211
H: 1.6524 -2.1716 2.4411  0.208
H: 3.1888 -4.8857 0.9442  0.505
H: -0.0932 3.7365 1.8680  0.228
H: -3.4296 0.5720 -2.7239  0.216
H: -2.2466 1.4408 -3.6800  0.237
H: -0.8346 -0.5617 -3.8684  0.197
H: -2.4858 -1.0421 -4.2759  0.211
H: -2.8112 -1.7384 -1.8731  0.195
H: -1.5481 -2.6784 -2.6727  0.214
H: 0.2098 -1.4522 -1.6166  0.238
H: -0.9428 -1.8267 -0.3596  0.235

---

8.
Entry from OMol25: C3H3N3O in the gas phase (wB97M-V/def2-TZVPD).

The energy above the lowest of the compared OMol25 structures with the same formula, charge and spin is 4.172 eV. The total energy comes out at -9673.2826 eV. For the gap between HOMO and LUMO, the calculation gives 9.4 eV. As for the SMILES: [H]/N=C(/C#N)NC=O.

Last column: natural (NBO) charge in e.
Atoms and positions in Å:
H: -2.6731 -0.4358 -0.1582  0.357
N: -2.0507 0.4850 -0.2499  -0.589
C: -0.8347 0.3004 0.0612  0.360
C: 0.1449 1.3998 0.2908  0.180
N: 0.4701 2.4937 0.0428  -0.257
N: -0.0170 -0.9371 0.2528  -0.655
C: 1.4937 -0.6271 -0.0843  0.539
O: 1.8832 0.6021 -0.2108  -0.484
H: -0.4306 -1.7386 0.0929  0.382
H: 2.0142 -1.5423 -0.0372  0.166